The following is a quantum chemistry calculation of a single C5H6O molecule, from the OMol25 dataset.

Values from the calculation:
* highest occupied orbital energy: -0.370 Eh
* orbital gap: 0.3819 Eh
* ΔE to the lowest compared entry with this formula, charge and spin: 62.0 kcal per mole
* E_tot: -269.247466 a.u.
* maximum force: 0.80 eV/Å
* charge: 0
* SMILES string: CCC#CC=O
* LUMO: 0.336 eV

Each line ends with the natural charge from an NBO analysis.
Geometry (Å):
C  1.255  -0.145  -0.147  -0.607
C  0.703  0.926  0.843  -0.493
C  -0.727  0.636  0.724  0.154
C  -1.700  -0.006  0.378  -0.211
C  -2.032  -1.148  -0.468  0.377
O  -1.255  -2.079  -0.554  -0.512
H  2.179  -0.601  0.203  0.216
H  0.529  -0.965  -0.250  0.250
H  1.399  0.295  -1.137  0.211
H  0.966  1.951  0.552  0.235
H  1.072  0.767  1.865  0.241
H  -2.949  -1.128  -1.072  0.140

The following is a quantum chemistry calculation of 4 unconnected molecules or ions with the total composition C12H29ClO8S, from the OMol25 dataset.

Values from the calculation:
* highest occupied orbital energy: -0.375 Eh
* orbital gap: 0.3458 Eh
* E_tot: -1934.798361 a.u.
* maximum force: 3.48 eV/Å
* charge: 0
* LUMO: -0.785 eV

Each line ends with the natural charge from an NBO analysis.
Geometry (Å):
C  2.977  2.352  0.714  -0.736
C  2.219  1.086  0.287  0.815
O  2.475  0.497  -0.675  -0.530
O  1.173  0.729  1.137  -0.570
C  -0.110  0.822  0.502  0.196
O  -0.173  1.789  -0.536  -0.702
S  -0.347  3.369  -0.031  1.750
O  -1.705  3.786  -0.176  -0.876
O  -0.070  3.434  1.647  -0.717
Cl  -1.512  3.396  2.543  0.270
H  4.055  2.211  0.588  0.244
H  2.756  2.550  1.772  0.238
H  2.568  3.157  0.086  0.239
H  -0.309  -0.174  0.076  0.190
H  -0.866  0.970  1.286  0.189
C  4.884  -1.522  2.457  -0.627
C  4.381  -2.863  1.947  0.095
C  4.592  -2.998  0.447  -0.633
O  2.993  -2.999  2.249  -0.719
H  4.341  -0.700  1.981  0.191
H  4.719  -1.433  3.532  0.218
H  5.950  -1.396  2.257  0.210
H  4.900  -3.671  2.465  0.175
H  4.040  -2.222  -0.093  0.206
H  4.218  -3.960  0.093  0.217
H  5.649  -2.917  0.187  0.208
H  2.521  -2.289  1.797  0.459
C  -2.418  2.285  -5.566  -0.629
C  -2.960  1.616  -4.312  0.092
C  -2.033  1.831  -3.126  -0.631
O  -3.122  0.218  -4.547  -0.718
H  -1.446  1.863  -5.840  0.196
H  -3.088  2.115  -6.411  0.218
H  -2.302  3.361  -5.423  0.210
H  -3.949  2.017  -4.082  0.177
H  -1.048  1.394  -3.319  0.198
H  -2.429  1.339  -2.237  0.217
H  -1.907  2.893  -2.910  0.211
H  -2.254  -0.150  -4.753  0.457
C  -2.841  -1.586  0.736  -0.634
C  -3.021  -1.307  2.222  0.096
C  -2.904  -2.583  3.042  -0.630
O  -4.295  -0.708  2.446  -0.717
H  -3.613  -2.270  0.373  0.206
H  -2.936  -0.664  0.158  0.215
H  -1.863  -2.028  0.533  0.206
H  -2.269  -0.588  2.555  0.167
H  -3.679  -3.299  2.754  0.199
H  -3.044  -2.370  4.102  0.220
H  -1.928  -3.053  2.906  0.213
H  -4.971  -1.333  2.157  0.460

The following is a quantum chemistry calculation of 2 unconnected molecules or ions with the total composition H4O2, from the OMol25 dataset.

Values from the calculation:
* highest occupied orbital energy: -0.434 Eh
* orbital gap: 0.4495 Eh
* ΔE to the lowest compared entry with this formula, charge and spin: 10.3 kcal per mole
* E_tot: -152.858509 a.u.
* maximum force: 2.44 eV/Å
* charge: 0
* SMILES string: O.O
* LUMO: 0.411 eV

Each line ends with the natural charge from an NBO analysis.
Geometry (Å):
H  1.070  -0.172  0.521  0.451
H  1.647  0.633  -0.514  0.464
H  -1.032  -0.736  -0.058  0.473
H  -1.720  0.699  0.303  0.477
O  1.847  -0.225  -0.100  -0.915
O  -1.813  -0.198  -0.152  -0.949

The following is a quantum chemistry calculation of a single C3H4O3 molecule, from the OMol25 dataset.

Values from the calculation:
* highest occupied orbital energy: -0.343 Eh
* orbital gap: 0.3540 Eh
* ΔE to the lowest compared entry with this formula, charge and spin: 38.0 kcal per mole
* E_tot: -342.395416 a.u.
* maximum force: 2.80 eV/Å
* charge: 0
* SMILES string: O=CC=C(O)O
* LUMO: 0.292 eV

Each line ends with the natural charge from an NBO analysis.
Geometry (Å):
C  -0.708  0.031  -0.011  0.666
C  1.590  -0.487  0.202  0.385
C  0.556  0.458  -0.215  -0.517
O  -1.761  0.913  -0.019  -0.686
O  -1.082  -1.282  -0.037  -0.652
O  2.744  -0.156  0.443  -0.549
H  -2.047  -1.268  0.101  0.500
H  -1.418  1.823  -0.052  0.505
H  1.284  -1.527  -0.071  0.121
H  0.843  1.496  -0.340  0.226

The following is a quantum chemistry calculation of 16 unconnected molecules or ions with the total composition C3H37O16, from the OMol25 dataset.

Values from the calculation:
* highest occupied orbital energy: -0.274 Eh
* orbital gap: 0.3670 Eh
* ΔE to the lowest compared entry with this formula, charge and spin: 11.1 kcal per mole
* E_tot: -1340.457546 a.u.
* maximum force: 3.26 eV/Å
* charge: -1
* LUMO: 2.543 eV

Each line ends with the natural charge from an NBO analysis.
Geometry (Å):
C  1.131  -4.459  14.052  -0.651
C  2.529  -4.941  13.476  0.119
C  2.492  -4.363  11.999  -0.628
O  3.562  -4.324  14.168  -0.846
H  0.736  -5.011  14.942  0.191
H  0.351  -4.517  13.319  0.205
H  1.132  -3.448  14.378  0.231
H  2.649  -6.037  13.542  0.169
H  2.166  -3.332  11.991  0.198
H  1.781  -4.930  11.439  0.198
H  3.470  -4.312  11.527  0.215
O  3.682  -0.177  12.049  -0.969
H  3.089  -0.733  12.496  0.466
H  4.445  -0.483  12.565  0.496
O  2.056  -0.892  9.764  -0.953
H  1.732  -1.451  10.480  0.457
H  2.783  -0.503  10.256  0.490
O  4.955  -7.154  14.553  -0.981
H  4.572  -6.347  14.926  0.500
H  5.851  -6.998  14.228  0.512
O  3.545  -1.952  14.880  -1.202
H  3.459  -3.348  14.385  0.517
H  3.728  -2.217  15.805  0.460
O  0.804  -5.528  18.334  -1.029
H  1.582  -5.091  17.883  0.513
H  0.039  -4.910  18.329  0.492
O  5.912  -0.866  14.037  -1.016
H  6.275  -1.721  13.896  0.476
H  4.968  -1.079  14.322  0.508
O  1.430  -0.901  14.210  -1.021
H  1.769  -0.045  14.066  0.466
H  2.295  -1.321  14.528  0.504
O  -1.406  -4.214  16.717  -0.974
H  -0.863  -4.995  16.563  0.468
H  -0.852  -3.458  16.508  0.503
O  2.915  -8.436  15.776  -0.979
H  3.718  -8.035  15.271  0.511
H  2.232  -8.338  15.141  0.465
O  2.343  -7.892  18.398  -1.002
H  2.451  -7.973  17.405  0.500
H  1.600  -7.304  18.448  0.491
O  3.115  -4.616  17.102  -0.994
H  3.238  -4.664  16.121  0.499
H  3.880  -5.039  17.479  0.495
O  6.681  -2.565  17.048  -0.962
H  6.978  -1.785  16.542  0.489
H  5.801  -2.358  17.373  0.479
O  4.868  -6.494  18.873  -0.990
H  3.894  -6.749  18.679  0.504
H  4.824  -6.307  19.823  0.464
O  -0.343  -1.482  16.185  -1.014
H  -1.151  -1.068  15.799  0.464
H  0.388  -1.246  15.502  0.514
O  6.333  -4.224  14.526  -0.996
H  5.378  -4.144  14.567  0.490
H  6.596  -3.992  15.454  0.488

The following is a quantum chemistry calculation of 5 unconnected molecules or ions with the total composition C19H36Cl8INO6, from the OMol25 dataset.

Values from the calculation:
* highest occupied orbital energy: -0.337 Eh
* orbital gap: 0.3431 Eh
* E_tot: -5230.676998 a.u.
* maximum force: 8.75 eV/Å
* charge: 0
* SMILES string: C[C@H](O)CON(CCCI)C(=O)OCCCC(=O)O.ClCCCl.ClCCCl.ClCCCl.ClCCCl
* LUMO: 0.165 eV

Each line ends with the Löwdin charge.
Geometry (Å):
C  1.933  -0.310  0.797  -0.167
C  1.611  -0.808  -0.767  -0.321
O  0.509  -0.005  -1.316  -0.113
C  1.412  -2.431  -0.861  -0.094
O  0.266  -2.884  -1.659  -0.187
N  -0.863  -2.986  -0.939  -0.071
C  -0.891  -4.294  -0.120  -0.130
C  -1.577  -4.099  1.357  -0.266
C  -3.138  -4.639  1.439  -0.604
I  -4.116  -3.506  3.092  0.644
C  -1.953  -3.246  -2.000  -0.232
O  -1.580  -3.665  -3.221  0.026
O  -3.400  -3.115  -1.750  -0.103
C  -3.833  -1.721  -1.935  -0.153
C  -4.493  -1.224  -0.518  -0.142
C  -3.543  -0.134  0.254  -0.108
C  -3.485  1.345  -0.458  -0.265
O  -2.535  1.748  -1.330  -0.040
O  -4.584  2.297  -0.128  -0.029
H  1.883  0.872  0.896  -0.018
H  1.125  -0.759  1.518  0.017
H  3.019  -0.614  1.142  0.096
H  2.591  -0.514  -1.376  0.140
H  0.510  0.882  -0.811  0.063
H  2.384  -2.854  -1.411  0.131
H  1.461  -2.849  0.232  0.129
H  0.169  -4.769  0.023  0.139
H  -1.536  -5.100  -0.708  0.146
H  -1.608  -2.962  1.699  0.082
H  -0.971  -4.757  2.143  0.122
H  -3.231  -5.786  1.658  0.066
H  -3.775  -4.413  0.483  0.040
H  -2.917  -1.029  -2.191  0.147
H  -4.624  -1.691  -2.816  0.149
H  -4.636  -2.191  0.159  0.089
H  -5.559  -0.795  -0.759  0.127
H  -2.423  -0.506  0.354  0.120
H  -3.985  0.036  1.349  0.131
H  -4.128  3.181  0.024  0.117
Cl  3.562  -3.365  -4.201  0.538
C  2.414  -4.465  -5.003  -0.651
C  1.485  -5.148  -4.012  -0.664
Cl  2.345  -6.318  -2.980  0.525
H  2.990  -5.193  -5.583  0.067
H  1.831  -3.859  -5.702  0.075
H  0.714  -5.708  -4.550  0.077
H  0.987  -4.423  -3.361  0.036
Cl  -0.241  0.974  2.289  0.642
C  -0.186  2.705  2.706  -0.657
C  -0.633  3.588  1.551  -0.655
Cl  0.530  3.570  0.202  0.573
H  0.833  2.945  3.026  -0.012
H  -0.853  2.846  3.561  0.076
H  -0.713  4.626  1.887  0.017
H  -1.609  3.280  1.163  0.054
Cl  3.570  2.482  -0.145  0.566
C  4.062  4.145  -0.548  -0.658
C  5.335  4.183  -1.379  -0.663
Cl  6.762  3.670  -0.445  0.534
H  4.174  4.703  0.387  0.062
H  3.237  4.591  -1.113  0.065
H  5.529  5.205  -1.717  0.072
H  5.259  3.541  -2.262  0.071
Cl  -0.914  6.681  3.911  0.561
C  0.585  6.546  4.863  -0.646
C  1.824  6.509  3.981  -0.624
Cl  1.933  5.000  3.040  0.641
H  0.510  5.653  5.491  0.073
H  0.623  7.421  5.519  0.074
H  2.723  6.561  4.601  0.076
H  1.844  7.348  3.279  0.074